This record from the Open Molecules 2025 dataset describes C20H31AuNO2Se4Si2Te2 as an isolated structure. The level of theory is the ωB97M-V functional and the def2-TZVPD basis.

CARTESIAN COORDINATES (ANGSTROEM)
Au  -1.34  -0.16  -0.46
Se  -1.77  2.26  -0.35
Te  -4.26  1.92  0.00
Te  -4.14  -0.01  1.90
Se  -2.96  -1.84  0.65
C  1.34  2.30  5.93
O  0.98  1.50  4.82
C  0.10  0.48  5.05
C  -0.41  0.13  6.29
C  -1.31  -0.93  6.38
C  -1.70  -1.63  5.25
C  -1.20  -1.27  4.01
C  -0.28  -0.24  3.91
N  0.24  0.17  2.67
C  0.60  -0.58  1.64
C  0.90  -1.94  1.55
C  1.26  -2.77  2.64
C  1.76  -4.02  2.43
C  1.92  -4.49  1.10
C  1.56  -3.75  0.02
C  0.97  -2.43  0.18
O  0.53  -1.78  -0.79
H  0.47  2.77  6.38
H  2.01  3.06  5.55
H  1.87  1.71  6.69
H  -0.13  0.67  7.18
H  -1.71  -1.20  7.35
H  -2.42  -2.43  5.32
H  -1.52  -1.78  3.10
H  0.17  1.16  2.46
H  0.76  0.00  0.73
H  1.18  -2.39  3.65
H  2.06  -4.64  3.27
H  2.33  -5.49  0.94
H  1.66  -4.11  -0.99
C  5.73  2.27  1.33
Si  4.74  0.73  0.92
C  5.80  -0.53  0.03
C  4.00  -0.01  2.47
Se  3.07  1.23  -0.57
H  6.57  2.03  1.99
H  5.09  3.00  1.82
H  6.12  2.72  0.41
H  6.64  -0.84  0.66
H  6.21  -0.12  -0.90
H  5.22  -1.42  -0.21
H  4.79  -0.29  3.17
H  3.43  -0.91  2.22
H  3.33  0.69  2.96
C  0.60  5.64  0.34
Si  1.81  4.50  -0.52
C  1.24  3.95  -2.20
C  3.51  5.27  -0.61
Se  1.96  2.69  0.91
H  0.49  6.56  -0.24
H  0.93  5.90  1.34
H  -0.38  5.16  0.40
H  1.18  4.81  -2.88
H  0.25  3.49  -2.13
H  1.93  3.23  -2.63
H  3.50  6.16  -1.24
H  4.22  4.56  -1.04
H  3.87  5.55  0.38

Properties
Net charge: -1
Relative energy (zero: lowest compared OMol25 entry of this formula, charge and spin): 0.161 eV
Multiplicity: 1
Orbital gap: 5.6519 eV

This record from the Open Molecules 2025 dataset describes a 2-piece molecular cluster, C20H31BF9N4O4 overall in a non-equilibrium geometry. The level of theory is the ωB97M-V functional and the def2-TZVPD basis.

CARTESIAN COORDINATES (ANGSTROEM)
C  9.24  -1.74  0.43
C  7.94  -1.04  0.14
O  7.41  -1.54  -1.10
C  6.31  -0.91  -1.53
O  6.27  0.24  -1.78
C  5.11  -1.81  -1.66
C  4.09  -1.22  -2.66
C  2.95  -0.45  -2.00
N  1.68  -1.18  -1.91
C  1.49  -2.47  -2.14
N  0.20  -2.77  -1.99
C  -0.50  -1.63  -1.64
C  -1.97  -1.63  -1.41
C  -2.53  -3.05  -1.23
C  -4.00  -3.13  -0.88
F  -4.76  -2.78  -1.94
F  -4.27  -4.43  -0.60
C  -4.46  -2.33  0.40
F  -3.39  -2.20  1.21
F  -5.39  -3.04  1.05
C  -5.11  -0.95  0.10
F  -6.34  -1.18  -0.38
F  -4.42  -0.27  -0.82
C  -5.29  -0.03  1.35
F  -5.65  1.18  0.93
F  -6.23  -0.51  2.14
F  -4.16  0.09  2.04
C  0.44  -0.60  -1.58
B  0.13  0.91  -1.21
O  1.16  1.77  -0.90
N  -1.25  1.34  -1.25
C  -1.57  1.92  0.08
C  -1.39  2.35  -2.35
H  9.63  -1.42  1.39
H  9.97  -1.55  -0.34
H  9.08  -2.82  0.49
H  7.22  -1.21  0.94
H  8.11  0.03  0.04
H  4.66  -1.86  -0.67
H  5.41  -2.81  -1.94
H  4.62  -0.50  -3.28
H  3.72  -1.99  -3.34
H  2.74  0.43  -2.59
H  3.23  -0.10  -1.01
H  2.27  -3.15  -2.41
H  -0.16  -3.70  -2.11
H  -2.22  -0.97  -0.61
H  -2.43  -1.20  -2.30
H  -1.98  -3.57  -0.45
H  -2.43  -3.61  -2.15
H  1.81  1.37  -0.32
H  -1.13  1.32  0.87
H  -2.65  1.94  0.21
H  -1.15  2.92  0.19
H  -0.44  2.55  -2.84
H  -2.07  1.97  -3.11
H  -1.75  3.29  -1.94
C  -1.61  3.88  4.86
C  -2.17  3.82  3.46
O  -1.46  3.64  2.48
N  -3.51  3.96  3.33
C  -4.51  4.17  4.37
H  -0.53  3.75  4.80
H  -1.82  4.84  5.32
H  -2.03  3.09  5.48
H  -3.83  3.92  2.37
H  -5.24  3.37  4.36
H  -5.03  5.12  4.20
H  -4.04  4.20  5.34

Properties
Net charge: +1
Multiplicity: 1
Orbital gap: 8.5149 eV

This record from the Open Molecules 2025 dataset describes C20H31BrMoN2O6S2Si as an isolated structure in a non-equilibrium geometry. The level of theory is the ωB97M-V functional and the def2-TZVPD basis.

CARTESIAN COORDINATES (ANGSTROEM)
Mo  -1.80  -2.34  0.02
O  -4.31  -1.60  2.62
S  -4.30  -2.88  1.94
N  -3.19  -3.21  0.93
N  0.46  -3.38  2.13
C  -0.37  -2.98  1.44
C  1.48  1.29  3.58
C  0.13  0.62  3.88
C  0.35  -0.79  4.34
C  -0.82  1.45  4.71
O  -0.53  0.48  2.63
Si  -0.21  0.65  1.11
S  -2.13  -0.12  0.27
O  1.15  -0.15  0.76
C  2.14  -0.16  -0.39
C  1.44  -0.18  -1.72
C  2.99  1.09  -0.35
C  2.97  -1.38  -0.14
O  -0.03  2.14  0.44
C  -0.77  3.37  0.42
C  -1.12  3.58  -1.03
C  -2.01  3.38  1.27
C  0.17  4.45  0.89
H  2.05  1.25  4.51
H  1.32  2.36  3.17
H  2.00  0.70  2.85
H  0.77  -0.84  5.40
H  1.05  -1.19  3.64
H  -0.56  -1.37  4.41
H  -0.54  1.51  5.78
H  -1.76  0.88  4.61
H  -0.93  2.44  4.26
H  0.70  0.62  -1.84
H  0.96  -1.20  -1.92
H  2.18  0.07  -2.42
H  2.39  1.93  -0.69
H  3.77  0.97  -1.09
H  3.44  1.29  0.63
H  2.37  -2.27  -0.33
H  3.22  -1.50  0.92
H  3.90  -1.46  -0.78
H  -1.69  2.71  -1.33
H  -0.19  3.69  -1.64
H  -1.70  4.54  -1.14
H  -2.72  2.71  0.88
H  -2.38  4.42  1.28
H  -1.72  3.07  2.34
H  1.05  4.43  0.27
H  0.44  4.14  1.90
H  -0.30  5.44  0.93
Br  -1.73  -0.25  -4.54
C  -1.11  -1.99  -4.80
C  -0.64  -2.28  -6.05
C  -0.01  -3.47  -6.41
C  0.23  -4.36  -5.42
C  -0.30  -4.10  -4.15
C  -0.99  -2.91  -3.78
C  -1.42  -2.70  -2.39
O  -2.49  -2.16  -2.01
O  -0.67  -3.16  -1.44
H  -0.66  -1.53  -6.83
H  0.22  -3.66  -7.50
H  0.86  -5.23  -5.65
H  -0.08  -4.89  -3.37

Properties
⟨S²⟩: 2.06
Relative energy (zero: lowest compared OMol25 entry of this formula, charge and spin): 0.552 eV
Multiplicity: 3
Orbital gap (alpha / beta): 7.8372 / 8.2066 eV

This record from the Open Molecules 2025 dataset describes C20H31CdO3 as an isolated structure in a non-equilibrium geometry. The level of theory is the ωB97M-V functional and the def2-TZVPD basis.

CARTESIAN COORDINATES (ANGSTROEM)
O  -0.62  0.08  -0.81
C  0.54  0.35  -1.65
C  -0.18  1.49  -2.39
H  0.75  -0.54  -2.23
H  1.41  0.60  -1.02
C  -1.30  1.28  -1.29
H  -0.62  1.28  -3.36
H  0.45  2.38  -2.41
C  -2.69  0.73  -1.66
H  -2.65  -0.26  -2.16
H  -3.30  1.40  -2.28
H  -3.24  0.53  -0.72
C  -1.26  2.34  -0.20
H  -0.22  2.65  0.00
H  -1.61  1.93  0.78
H  -1.82  3.28  -0.46
Cd  1.64  -2.29  2.02
C  1.45  1.63  3.53
C  2.20  0.44  3.41
C  2.45  0.17  2.01
H  2.44  -0.23  4.25
C  1.96  1.34  1.30
C  1.31  2.19  2.22
H  0.74  3.10  2.00
H  0.96  2.05  4.41
H  3.28  -0.40  1.58
H  2.13  1.54  0.23
C  -0.94  -0.74  4.09
C  -1.79  0.44  3.72
C  -2.15  0.32  2.40
H  -2.15  1.15  4.48
C  -1.55  -0.86  1.85
C  -0.60  -1.45  2.73
H  -0.75  -2.53  2.92
H  -1.60  -1.53  4.53
H  -2.82  0.99  1.86
H  -1.80  -1.22  0.85
O  0.73  -1.51  -3.56
C  0.27  -0.67  -4.66
C  0.68  -1.28  -6.01
H  0.70  0.35  -4.62
H  -0.82  -0.56  -4.59
C  1.65  -2.42  -5.63
H  1.09  -0.47  -6.64
H  -0.22  -1.65  -6.52
C  1.55  -2.57  -4.10
H  2.67  -2.12  -5.91
H  1.46  -3.38  -6.12
H  2.52  -2.48  -3.59
H  1.12  -3.54  -3.78
C  -0.31  -0.27  6.31
O  0.12  -0.43  4.96
H  -1.01  0.58  6.40
H  0.57  -0.02  6.92
H  -0.83  -1.18  6.65

Properties
Net charge: -1
Relative energy (zero: lowest compared OMol25 entry of this formula, charge and spin): 1.404 eV
Multiplicity: 1
Orbital gap: 4.5979 eV